{"formula": "C7H16Si", "method": "ωB97M-V/def2-TZVPD", "symbols": ["C", "C", "Si", "C", "H", "H", "H", "H", "H", "H", "H", "H", "C", "C", "C", "C", "H", "H", "H", "H", "H", "H", "H", "H"], "coordinates": [[-2.106849, -0.273736, -2.959902], [-0.670709, -0.436192, -2.372452], [0.155752, 1.028363, -1.979511], [-0.795720, 2.738866, -2.068107], [-2.893359, 0.076235, -2.330060], [-2.515892, -1.287377, -3.319842], [-2.282403, 0.451844, -3.755998], [-0.244359, -1.483735, -2.389397], [1.534681, 1.258648, -1.608034], [-0.770542, 3.380376, -1.186609], [-0.214887, 3.355529, -2.821169], [-1.853880, 2.626736, -2.369684], [1.620596, 0.493287, 2.563296], [1.142765, -0.765963, 2.470782], [1.278018, -1.582141, 1.202886], [0.494719, -1.472478, 3.643676], [1.848179, 0.999882, 1.611005], [1.522949, 1.113374, 3.418096], [1.812310, -0.974492, 0.521840], [1.671920, -2.568297, 1.359480], [0.314724, -1.566372, 0.697298], [-0.495936, -1.872847, 3.202220], [1.133604, -2.392518, 3.950103], [0.314319, -0.846993, 4.520086]], "atomic_forces_ev_per_a": [[-0.33, -2.02, -0.70], [-0.26, 0.11, -0.57], [-1.66, 0.72, -0.06], [0.94, -0.27, -0.96], [-0.27, 0.01, 1.52], [0.77, 1.47, 0.31], [0.90, -0.21, -0.55], [-0.48, 1.53, 0.09], [0.53, -0.24, 0.22], [0.08, -0.46, 0.33], [-0.86, -0.69, 0.45], [0.65, 0.03, -0.04], [-1.04, -1.01, -1.90], [0.84, 0.54, 1.09], [-1.30, 1.52, 0.56], [-0.17, -1.89, -0.95], [0.50, -0.21, 0.61], [-0.09, 0.27, 0.77], [1.35, 0.17, -0.76], [0.15, -0.39, -0.08], [-0.47, -0.79, 0.18], [1.32, 0.44, 1.10], [-1.13, 1.41, -0.43], [0.02, -0.05, -0.23]], "de_lowest_kj_mol": 401.09, "smiles": "C/C=[SiH]\\C.C=C(C)C", "largest_force_ev_per_a": 2.39, "total_charge": 0, "orbital_gap_ev": 8.8}

{"formula": "C4H9N2O2S", "method": "ωB97M-V/def2-TZVPD", "symbols": ["C", "N", "C", "N", "C", "S", "C", "O", "O", "H", "H", "H", "H", "H", "H", "H", "H", "H"], "coordinates": [[2.232288, -0.693407, -1.446854], [1.111654, -0.755788, -0.900553], [0.005341, -0.521171, -0.375688], [-1.137410, -1.384441, -0.334768], [-2.456935, -1.033421, 0.111590], [-0.248290, 1.003269, 0.761309], [1.361418, 1.778377, 0.912493], [-1.162223, 1.795704, 0.016139], [-0.618587, 0.430018, 2.007578], [3.083582, -1.186392, -0.993143], [2.364228, -0.189040, -2.399356], [-1.080782, -2.184986, -0.955008], [-2.937014, -1.952623, 0.449132], [-3.049252, -0.605278, -0.702846], [-2.428091, -0.330199, 0.937189], [1.202588, 2.643010, 1.553249], [2.028928, 1.086350, 1.411037], [1.728557, 2.100017, -0.051500]], "atomic_forces_ev_per_a": [[0.04, -0.19, -0.22], [0.90, -0.03, -0.39], [-4.74, -1.64, 1.74], [4.40, 1.88, -1.01], [-1.07, 0.30, 0.13], [0.44, -0.16, -0.28], [-0.50, -0.40, -0.08], [0.08, 0.34, -0.28], [0.29, -0.07, 0.34], [0.11, -0.10, 0.10], [-0.06, 0.09, -0.09], [0.14, 0.11, 0.09], [0.05, 0.11, 0.03], [0.08, -0.03, 0.11], [-0.08, -0.19, -0.05], [-0.18, 0.05, 0.03], [0.10, -0.14, 0.05], [0.01, 0.07, -0.24]], "de_lowest_kj_mol": 179.33, "smiles": "C=N/C(=[NH+]/C)S(C)(=O)=O", "largest_force_ev_per_a": 5.31, "total_charge": 1, "orbital_gap_ev": 9.3}

{"formula": "C4H13NO6P", "method": "ωB97M-V/def2-TZVPD", "symbols": ["C", "N", "P", "O", "O", "O", "H", "H", "H", "H", "H", "H", "H", "C", "O", "C", "O", "O", "C", "H", "H", "H", "H", "H", "H"], "coordinates": [[1.162760, -2.359650, 1.017329], [0.179067, -2.089640, -0.097322], [-1.520358, -2.555481, 0.267028], [-2.276123, -2.368230, -0.949450], [-1.851999, -1.574197, 1.449235], [-1.324475, -4.037504, 0.750470], [2.155910, -2.150644, 0.646058], [0.912467, -1.704990, 1.840905], [1.079599, -3.392379, 1.324822], [0.428569, -2.627407, -0.929038], [0.145760, -1.081134, -0.292706], [-2.179252, -1.994827, 2.253936], [-1.829450, -4.298180, 1.531371], [-1.777188, 2.152862, -1.223871], [-0.804959, 3.183661, -1.080439], [0.388966, 2.708696, -0.737660], [0.649292, 1.538112, -0.545325], [1.233788, 3.717459, -0.636543], [2.571981, 3.361531, -0.270333], [-2.724207, 2.606263, -1.496157], [-1.470527, 1.460452, -2.006026], [-1.879170, 1.625542, -0.276134], [3.010756, 2.703644, -1.017289], [2.587082, 2.886246, 0.708173], [3.131710, 4.289797, -0.231035]], "atomic_forces_ev_per_a": [[-0.10, 0.20, -0.23], [-0.28, -0.44, 1.06], [-0.78, 0.24, -1.15], [0.21, 0.10, -0.07], [0.36, -0.58, 0.19], [0.19, 0.45, 0.52], [0.17, 0.08, 0.01], [0.04, 0.14, 0.10], [-0.01, -0.17, -0.07], [0.08, 0.35, -0.26], [0.24, 0.08, -0.43], [-0.07, 0.31, 0.28], [0.02, -0.37, 0.00], [-0.30, -0.28, -0.02], [0.25, -0.15, 0.02], [-0.09, 0.29, -0.02], [0.07, -0.25, 0.07], [0.02, -0.08, 0.01], [0.20, 0.05, 0.04], [0.11, 0.23, 0.03], [-0.04, -0.05, 0.02], [-0.11, -0.08, -0.05], [-0.04, -0.06, 0.01], [-0.03, -0.06, -0.02], [-0.09, 0.05, -0.03]], "largest_force_ev_per_a": 1.41, "total_charge": 1, "orbital_gap_ev": 10.1}

{"formula": "C2H2IN3", "method": "ωB97M-V/def2-TZVPD", "symbols": ["C", "C", "N", "N", "N", "I", "H", "H"], "coordinates": [[-0.174158, 0.271127, -0.818344], [-0.896219, 0.061257, 0.377763], [-0.992609, 0.718872, -1.740714], [-2.130556, 0.929539, -1.696046], [-2.156890, 0.320792, 0.331493], [-3.547685, 0.084733, 1.731673], [0.865349, 0.111108, -1.007559], [-0.367386, -0.281381, 1.254238]], "atomic_forces_ev_per_a": [[1.03, -0.36, 0.69], [-0.41, -0.02, 0.39], [-1.15, 0.38, -0.70], [0.10, -0.06, 0.13], [0.19, 0.29, -1.10], [0.08, -0.10, 0.38], [0.14, 0.00, 0.01], [0.03, -0.15, 0.20]], "de_lowest_kj_mol": 251.19, "largest_force_ev_per_a": 1.40, "total_charge": 0, "orbital_gap_ev": 8.3}

{"formula": "C7H13N3O4S", "method": "ωB97M-V/def2-TZVPD", "symbols": ["C", "C", "C", "C", "C", "C", "C", "H", "H", "H", "H", "H", "H", "H", "H", "H", "H", "H", "H", "H", "N", "N", "N", "O", "O", "O", "O", "S"], "coordinates": [[1.681033, 1.436249, -0.434258], [0.134675, 1.348101, -0.115181], [2.603740, 0.550371, 0.225448], [2.512321, -0.931234, -0.231734], [-1.697449, -0.391071, -0.774694], [-2.890239, 0.347505, -0.162257], [-1.522694, -1.757998, -0.290777], [1.019873, 3.625798, 0.377612], [3.093247, 2.702706, 0.562497], [1.831978, 1.275554, -1.596079], [2.666875, 0.863630, 1.413340], [3.625439, 0.979749, 0.178095], [4.092423, -1.791332, 1.071902], [2.586330, -2.744560, -0.156661], [0.306939, -0.448193, -1.303326], [-2.054197, -0.469754, -1.850543], [-1.246129, -2.739324, -1.155641], [-2.679085, -2.151282, 0.048517], [-1.525505, -0.702527, 1.595651], [-2.045277, 1.729638, 0.654908], [2.159341, 2.874108, -0.127713], [3.307457, -1.916597, 0.221087], [-0.322500, 0.230525, -0.825523], [-0.537877, 2.004842, 0.735175], [1.664863, -1.276737, -1.182127], [-3.767930, -0.532184, -0.468163], [-2.970984, 1.498857, 0.448645], [-0.357244, -1.601007, 1.232329]], "atomic_forces_ev_per_a": [[-1.13, 4.62, -2.34], [-0.36, -3.76, -0.71], [1.91, -1.24, 3.94], [-1.71, 0.46, -2.34], [2.31, 2.90, -2.70], [-2.27, -4.99, -1.78], [-1.92, -5.94, 0.58], [4.61, -3.17, -1.18], [-3.90, 1.54, -1.69], [-0.70, 0.40, 2.20], [-1.21, -1.86, -2.15], [-0.07, -0.71, -1.41], [-3.39, -0.87, -3.10], [3.42, 1.42, 1.75], [0.41, 1.33, 0.57], [0.67, 0.36, 1.13], [-0.20, 3.55, 2.62], [3.72, 1.00, -0.66], [2.72, -1.63, 0.27], [1.29, 0.86, 0.26], [-1.08, 0.31, 2.35], [-0.79, -0.94, 1.10], [-1.96, 2.66, 0.73], [1.92, -0.77, -1.99], [3.61, 0.67, 3.24], [-0.41, 4.64, 2.13], [-1.49, -1.58, -0.74], [-4.02, 0.75, -0.08]], "de_lowest_kj_mol": 846.19, "largest_force_ev_per_a": 6.27, "total_charge": 0, "orbital_gap_ev": 8.9}

{"formula": "C28H50GeIrNO6SSi3", "method": "ωB97M-V/def2-TZVPD", "symbols": ["Ir", "O", "C", "O", "C", "C", "C", "C", "C", "N", "C", "O", "O", "H", "H", "H", "H", "H", "C", "Si", "C", "C", "Ge", "Si", "C", "C", "C", "Si", "C", "C", "C", "H", "H", "H", "H", "H", "H", "H", "H", "H", "H", "H", "H", "H", "H", "H", "H", "H", "H", "H", "H", "H", "H", "H", "H", "H", "H", "H", "C", "C", "C", "C", "C", "C", "C", "O", "C", "C", "C", "H", "H", "H", "H", "H", "H", "H", "H", "H", "H", "H", "H", "C", "S", "C", "O", "H", "H", "H", "H", "H", "H"], "coordinates": [[1.198612, -0.252389, 0.038277], [-3.230720, -0.195984, -0.386918], [-1.946334, -0.159020, 0.041757], [-1.095860, 0.531014, -0.705618], [-1.598780, -0.685903, 1.284850], [-2.555741, -1.291404, 2.145342], [-2.147462, -1.773689, 3.358003], [-0.794264, -1.681120, 3.725232], [0.101104, -1.123115, 2.825305], [-0.283521, -0.631014, 1.641327], [1.574895, -1.020947, 3.058342], [2.073362, -1.289895, 4.237948], [2.319539, -0.678016, 2.153186], [-3.277324, -0.544972, -1.290579], [-3.583409, -1.336593, 1.823087], [-2.856089, -2.227380, 4.032197], [-0.490643, -2.068072, 4.684066], [1.434854, -1.521558, 4.929610], [-4.176452, 4.536957, -2.082699], [-4.281341, 2.647873, -1.924775], [-5.514951, 2.034907, -0.624120], [-4.069158, 1.609069, -3.515202], [-1.610764, 2.427081, -0.974357], [0.161613, 2.573759, -3.109923], [-0.578262, 4.059617, -4.047390], [0.295938, 0.888454, -3.963798], [1.674262, 2.948261, -2.017585], [-0.656819, 3.270872, 1.347532], [-1.919378, 2.605143, 2.612940], [1.118354, 2.594897, 1.569339], [-0.699598, 5.157758, 1.098985], [-5.052141, 4.904175, -2.610811], [-3.304531, 4.890738, -2.625288], [-4.178131, 5.016341, -1.107900], [-6.522609, 2.287030, -0.948208], [-5.365483, 2.513412, 0.339741], [-5.476983, 0.960079, -0.473808], [-4.776185, 0.781070, -3.531345], [-3.066329, 1.198178, -3.630485], [-4.277715, 2.219891, -4.391504], [-1.496816, 3.812836, -4.575299], [0.135153, 4.396295, -4.796211], [-0.769972, 4.906962, -3.391097], [-0.575377, 0.643686, -4.563893], [0.454883, 0.098982, -3.230424], [1.149309, 0.892992, -4.637903], [1.526852, 3.813344, -1.376256], [2.544871, 3.151008, -2.636367], [1.901086, 2.079577, -1.397738], [-1.822620, 1.534474, 2.765043], [-2.943067, 2.805221, 2.307143], [-1.778594, 3.086189, 3.576727], [1.268984, 1.631592, 1.043051], [1.334900, 2.420218, 2.620530], [1.862528, 3.296522, 1.202691], [-1.713231, 5.532006, 0.997874], [-0.133236, 5.487420, 0.232502], [-0.268802, 5.647861, 1.966411], [1.151706, -5.661611, 4.093407], [1.158089, -5.001608, 2.761152], [2.342611, -4.840986, 2.041209], [2.371407, -4.210421, 0.813430], [3.669734, -4.040347, 0.090626], [1.162063, -3.693486, 0.280397], [1.241071, -2.880751, -0.904052], [0.497538, -1.911720, -1.164128], [-0.065177, -3.950109, 0.948727], [-1.375385, -3.739765, 0.257334], [-0.039178, -4.576069, 2.177373], [2.155553, -5.901041, 4.432852], [0.571496, -6.584606, 4.059281], [0.662058, -5.028627, 4.831567], [3.261065, -5.224150, 2.459998], [4.502902, -4.361434, 0.709169], [3.830130, -3.004305, -0.199000], [3.671854, -4.651952, -0.811959], [2.054087, -3.106675, -1.604806], [-1.362536, -2.864486, -0.383542], [-2.197379, -3.672254, 0.965423], [-1.567391, -4.611737, -0.370218], [-0.972914, -4.787547, 2.680527], [4.880637, -0.346176, -3.088497], [4.281063, 0.632763, -1.671209], [5.537203, 0.129424, -0.459799], [3.012539, -0.099255, -1.258788], [5.020257, -1.390475, -2.823121], [5.815784, 0.083026, -3.434196], [4.135076, -0.265328, -3.872439], [6.471635, 0.618931, -0.720098], [5.668931, -0.948638, -0.443749], [5.211059, 0.478724, 0.515593]], "atomic_forces_ev_per_a": [[0.20, 0.03, 1.81], [1.58, -1.20, 1.62], [-0.08, 3.71, -5.40], [-1.62, -3.91, 2.61], [0.67, -1.69, 3.28], [0.59, 0.98, -1.32], [0.88, -0.12, 0.83], [-1.04, 0.14, -0.56], [-0.04, 0.33, -0.30], [-0.16, -0.29, -1.91], [0.59, 0.08, -0.26], [0.05, -0.03, 0.01], [-0.25, -0.07, -0.25], [0.01, 0.42, -0.40], [-0.14, -0.04, -0.01], [-0.10, -0.06, 0.09], [0.11, -0.05, 0.10], [0.07, 0.08, -0.12], [-0.35, -0.71, -0.09], [1.84, 0.26, 0.74], [0.37, 0.17, -0.57], [-0.37, 0.32, 0.59], [-0.10, 1.91, -1.24], [-1.44, 0.54, 1.79], [0.68, -0.67, 0.04], [-0.05, 0.66, 0.25], [-0.21, -0.09, -0.78], [-1.05, 0.00, -1.68], [0.64, 0.38, -0.19], [-0.52, 0.30, 0.28], [0.16, -0.75, 0.41], [-0.20, 0.11, -0.14], [0.14, -0.16, -0.13], [-0.02, -0.07, 0.22], [-0.18, 0.02, -0.10], [0.14, 0.17, 0.04], [-0.01, -0.10, -0.08], [-0.12, -0.08, 0.00], [0.07, 0.11, 0.09], [-0.02, 0.08, -0.08], [-0.08, -0.15, 0.04], [0.09, 0.11, -0.19], [0.04, -0.07, 0.17], [-0.16, 0.02, -0.02], [0.01, -0.07, 0.09], [0.18, 0.02, -0.12], [-0.16, 0.08, 0.01], [0.27, 0.04, -0.07], [-0.07, 0.05, 0.00], [0.07, -0.21, 0.06], [-0.05, 0.09, -0.19], [0.05, 0.06, 0.25], [0.07, -0.13, -0.17], [0.09, -0.14, 0.17], [0.05, -0.01, -0.19], [-0.23, -0.08, -0.02], [0.11, -0.12, -0.15], [0.11, 0.16, 0.22], [-0.02, -0.18, 0.13], [0.15, 0.05, -0.37], [-0.17, -0.02, 0.23], [-0.22, 0.18, -0.19], [0.12, -0.06, -0.04], [-0.15, -0.16, 0.24], [0.85, -0.69, 0.48], [-0.26, 0.95, -0.03], [0.17, 0.07, 0.01], [-0.16, -0.01, -0.09], [0.09, 0.08, -0.12], [0.00, 0.01, 0.06], [0.01, -0.06, -0.03], [0.00, 0.06, 0.14], [0.13, 0.00, 0.04], [0.03, 0.00, 0.01], [0.13, 0.09, -0.01], [0.08, -0.02, -0.10], [-0.08, 0.08, -0.09], [-0.15, -0.06, -0.06], [-0.05, -0.05, 0.03], [-0.08, 0.00, -0.06], [-0.12, -0.08, 0.04], [-0.37, 0.27, 0.36], [1.11, -0.33, -0.08], [-0.34, 0.17, -0.21], [-1.75, -1.02, 0.59], [-0.03, -0.01, 0.24], [0.13, 0.16, 0.05], [-0.10, 0.11, -0.06], [0.08, 0.09, -0.09], [-0.11, -0.09, -0.14], [-0.07, 0.11, 0.05]], "de_lowest_kj_mol": 495.28, "largest_force_ev_per_a": 6.55, "total_charge": 3, "orbital_gap_ev": [4.0, 3.9], "multiplicity": 2}